(1)
{
  "formula": "C13H24AlN3O3S2",
  "method": "ωB97M-V/def2-TZVPD",
  "homo_energy_ev": -14.682,
  "total_charge": 2,
  "gap_ev": 3.9554,
  "elements": ["N", "C", "C", "C", "N", "C", "C", "C", "C", "S", "C", "S", "N", "C", "C", "O", "C", "C", "C", "O", "O", "H", "H", "H", "H", "H", "H", "H", "H", "H", "H", "H", "H", "H", "H", "H", "H", "H", "H", "H", "H", "H", "H", "H", "H", "Al"],
  "coordinates": [[4.4837, -0.0812, 2.9908], [3.7865, -0.8639, 1.9802], [4.6385, -1.1734, 0.7245], [3.7213, -1.1171, -0.5286], [3.2534, 0.2486, -0.7892], [1.9540, 0.3678, -1.1694], [1.5249, 1.8732, -1.1417], [0.5991, 2.1827, 0.0641], [-0.8924, 2.2983, -0.3965], [-1.7773, 0.7315, -0.1629], [-3.2165, 1.0173, 0.7808], [-3.3567, 2.4161, 1.6839], [-4.2664, 0.0913, 0.8509], [-3.8371, -1.2846, 1.1309], [-3.3100, -2.0529, -0.1080], [-3.5298, -1.3945, -1.3333], [-4.8201, -0.8235, -1.4421], [-5.1781, 0.1649, -0.3068], [1.9143, -0.1834, -2.8468], [2.1925, 0.6352, -3.6666], [1.5968, -1.3392, -2.8898], [4.7561, -0.6770, 3.7617], [5.3482, 0.3169, 2.6448], [3.4956, -1.8070, 2.4422], [2.8840, -0.3146, 1.6680], [5.0485, -2.1781, 0.8241], [5.4794, -0.4892, 0.6016], [2.8896, -1.7925, -0.3245], [4.3066, -1.5155, -1.3644], [3.8143, 0.5691, -1.5909], [1.2827, -0.2542, -0.5797], [2.4341, 2.4685, -1.0672], [1.0705, 2.1760, -2.0827], [0.8889, 3.1636, 0.4377], [0.7043, 1.4225, 0.8394], [-1.3272, 3.1276, 0.1552], [-0.9441, 2.5261, -1.4605], [-4.7318, -1.8113, 1.4753], [-3.1432, -1.3540, 1.9750], [-3.6667, -3.0877, -0.1211], [-2.2235, -2.1349, 0.0094], [-4.8223, -0.2536, -2.3714], [-5.5872, -1.5937, -1.5613], [-5.2792, 1.1981, -0.6337], [-6.1678, -0.1179, 0.0629], [-1.9904, 0.6998, 2.8363]],
  "mulliken_charge": [-0.63, -0.05, -0.90, -0.55, 0.03, -0.34, -1.09, -0.48, -0.95, 0.38, -0.12, -0.12, 0.04, -0.17, -0.68, -0.35, -0.38, -0.61, 0.42, -0.35, -0.31, 0.30, 0.26, 0.35, -0.07, 0.40, 0.41, 0.31, 0.42, 0.44, 0.85, 0.46, 0.64, 0.46, 0.21, 0.40, 0.54, 0.38, 0.00, 0.41, 0.29, 0.30, 0.34, 0.39, 0.38, 0.36]
}

***

(2)
{
  "formula": "C13H24As2Cl3GeN2PdS",
  "method": "ωB97M-V/def2-TZVPD",
  "homo_energy_ev": [-14.951, -15.089],
  "total_charge": 2,
  "s2": 0.76,
  "e_above_lowest_kcal_mol": 0.0,
  "gap_ev": [6.4287, 5.9741],
  "multiplicity": 2,
  "elements": ["Pd", "C", "As", "C", "C", "C", "C", "C", "C", "C", "As", "C", "C", "H", "H", "H", "H", "H", "H", "H", "H", "H", "H", "H", "H", "H", "H", "H", "H", "C", "N", "C", "S", "N", "C", "H", "H", "H", "H", "H", "H", "H", "H", "Cl", "Ge", "Cl", "Cl"],
  "coordinates": [[-0.2913, -0.6703, -0.3202], [3.8084, 0.3228, -0.6332], [2.3217, -0.4892, 0.3791], [3.2552, -1.9932, 1.2215], [2.0384, 0.7952, 1.8390], [2.9490, 0.8150, 2.8912], [2.7765, 1.6813, 3.9569], [1.6933, 2.5465, 3.9741], [0.7792, 2.5324, 2.9333], [0.9395, 1.6577, 1.8620], [-0.3729, 1.6546, 0.3985], [0.2021, 3.1985, -0.6645], [-2.0416, 2.3250, 1.1589], [4.6216, 0.5565, 0.0606], [3.5001, 1.2266, -1.1646], [4.1632, -0.4159, -1.3566], [4.3279, -1.7935, 1.2756], [3.1096, -2.8843, 0.6065], [2.8437, -2.1843, 2.2139], [3.7930, 0.1364, 2.8744], [3.4838, 1.6742, 4.7732], [1.5573, 3.2272, 4.8006], [-0.0674, 3.2084, 2.9558], [0.3431, 4.0551, 0.0032], [-0.5688, 3.4496, -1.3985], [1.1374, 2.9935, -1.1890], [-1.9202, 3.3388, 1.5510], [-2.3836, 1.6584, 1.9526], [-2.8049, 2.3493, 0.3751], [-2.2868, 0.6410, -2.9649], [-2.7831, -0.7071, -3.0961], [-3.0531, -1.4642, -2.0400], [-3.0184, -0.7513, -0.4593], [-3.3829, -2.7364, -2.1444], [-3.3420, -3.4997, -3.3698], [-2.1973, 1.1055, -3.9424], [-1.2876, 0.6367, -2.4831], [-2.9663, 1.2365, -2.3487], [-2.8529, -1.1059, -4.0224], [-3.5568, -3.2412, -1.2799], [-4.1947, -3.2771, -4.0129], [-3.3763, -4.5560, -3.1272], [-2.4149, -3.3026, -3.9105], [0.7229, -4.4441, 1.5516], [-0.6087, -2.8798, 0.9517], [-2.5407, -3.8635, 0.7715], [-0.0517, -2.7618, -1.4035]],
  "mulliken_charge": [-0.43, -1.09, 0.79, -1.28, 0.37, -0.43, -0.79, -0.77, -0.56, 0.31, 1.00, -1.11, -1.26, 0.40, 0.33, 0.42, 0.44, 0.41, 0.48, 0.43, 0.43, 0.43, 0.32, 0.44, 0.41, 0.35, 0.50, 0.45, 0.35, -0.77, -0.15, 0.35, -0.17, 0.11, -1.09, 0.43, 0.12, 0.35, 0.25, 0.19, 0.36, 0.34, 0.37, -0.21, 0.75, -0.29, -0.26]
}

***

(3)
{
  "formula": "C13H24AuN6S",
  "method": "ωB97M-V/def2-TZVPD",
  "homo_energy_ev": -18.763,
  "total_charge": 3,
  "gap_ev": 6.9692,
  "elements": ["Au", "C", "C", "N", "C", "C", "C", "C", "C", "C", "C", "N", "C", "C", "N", "N", "H", "H", "H", "H", "H", "H", "H", "H", "H", "H", "H", "H", "H", "H", "H", "H", "H", "H", "C", "N", "C", "N", "S", "H", "H", "H", "H", "H", "H"],
  "coordinates": [[-0.1901, 0.0762, 0.2079], [1.8870, -2.2064, -0.4591], [0.5849, -2.3048, -1.2556], [-0.6754, -1.8249, -0.5451], [-1.7700, -1.6502, -1.5563], [-1.5577, -0.3608, -2.2953], [-2.1779, 0.0008, -3.4706], [-1.9485, 1.2796, -3.9784], [-1.1085, 2.1573, -3.3038], [-0.4979, 1.7328, -2.1378], [0.4076, 2.5788, -1.2995], [0.8694, 1.8780, -0.0419], [2.3500, 1.5304, -0.0957], [2.6580, 0.2266, -0.8464], [2.1239, -0.8419, -0.0091], [-0.7162, 0.4922, -1.6854], [2.6863, -2.6438, -1.0644], [1.8018, -2.8204, 0.4403], [0.4142, -3.3475, -1.5338], [0.6443, -1.7207, -2.1737], [-0.9563, -2.5085, 0.1562], [-2.7366, -1.6484, -1.0493], [-1.7614, -2.5013, -2.2420], [-2.8397, -0.6915, -3.9735], [-2.4399, 1.5952, -4.8896], [-0.9341, 3.1595, -3.6730], [-0.0925, 3.5106, -1.0295], [1.2940, 2.8492, -1.8771], [0.7042, 2.4778, 0.7644], [2.7049, 1.4548, 0.9329], [2.8583, 2.3796, -0.5553], [3.7334, 0.1638, -1.0304], [2.1661, 0.2260, -1.8250], [2.6247, -0.8559, 0.8723], [0.2319, 0.0142, 5.4413], [-1.0402, -0.1604, 4.7276], [-1.1883, -0.2246, 3.4274], [-2.3953, -0.3584, 2.8862], [0.2820, -0.1175, 2.4742], [0.0255, -0.0538, 6.5049], [0.6565, 0.9934, 5.2253], [0.9278, -0.7790, 5.1721], [-1.8701, -0.2434, 5.3023], [-3.2225, -0.4383, 3.4625], [-2.5174, -0.4745, 1.8987]],
  "mulliken_charge": [0.96, -0.99, -0.61, -0.45, -0.90, 0.85, -1.00, -0.38, -0.90, 0.72, -0.93, -0.52, -0.80, -0.67, -0.13, 0.01, 0.38, 0.41, 0.49, 0.40, 0.36, 0.42, 0.48, 0.55, 0.48, 0.55, 0.57, 0.41, 0.42, 0.46, 0.49, 0.52, 0.24, 0.37, -0.90, -0.22, 0.83, -0.33, -0.27, 0.33, 0.35, 0.35, 0.28, 0.24, 0.06]
}

***

(4)
{
  "formula": "C13H24BBrClN10O9PS",
  "method": "ωB97M-V/def2-TZVPD",
  "homo_energy_ev": -8.660,
  "smiles": "O=C(O)CCc1c(Br)c(B(O)O)c2nsnc2c1P(O)Cl.NC(N)=O.NC(N)=O.NC(N)=O.NC(N)=O",
  "gap_ev": 7.3974,
  "elements": ["O", "C", "O", "C", "C", "C", "C", "Br", "C", "B", "O", "O", "C", "N", "S", "N", "C", "C", "P", "O", "Cl", "H", "H", "H", "H", "H", "H", "H", "H", "N", "C", "N", "O", "H", "H", "H", "H", "N", "C", "N", "O", "H", "H", "H", "H", "N", "C", "N", "O", "H", "H", "H", "H", "N", "C", "N", "O", "H", "H", "H", "H"],
  "coordinates": [[2.3240, -4.1152, 2.1786], [2.8122, -3.1122, 1.7107], [3.2899, -2.1094, 2.5685], [2.9198, -3.0427, 0.1409], [2.6515, -1.6055, -0.4608], [1.3904, -0.8743, 0.0940], [-0.0131, -1.4717, 0.1618], [-0.3354, -3.3088, -0.4648], [-1.1981, -0.7590, 0.6479], [-2.6853, -1.3777, 0.7382], [-3.2605, -2.3152, -0.1416], [-3.5229, -0.8989, 1.7828], [-1.0333, 0.6865, 1.1131], [-1.9797, 1.5539, 1.5663], [-1.2703, 3.0103, 1.9324], [0.3078, 2.6075, 1.5234], [0.3560, 1.3204, 1.0785], [1.5314, 0.5148, 0.5610], [3.2060, 1.4026, 0.5040], [3.6845, 1.4282, 2.1470], [2.9063, 3.4077, -0.1550], [2.5162, -1.5765, 2.8315], [4.0067, -3.2808, -0.0918], [2.3391, -3.8680, -0.3576], [3.5996, -1.0089, -0.2929], [2.5680, -1.7057, -1.5858], [-3.2221, -3.1724, 0.3466], [-3.0156, -0.7784, 2.6035], [3.0901, 0.7980, 2.6007], [0.2161, 5.0072, -1.6504], [-1.0293, 4.4772, -1.8027], [-1.8733, 5.2106, -2.5742], [-1.3602, 3.4222, -1.2838], [0.5096, 5.8709, -2.0665], [0.8686, 4.4902, -1.0845], [-2.8024, 4.8480, -2.7118], [-1.6205, 6.0781, -3.0082], [6.5278, 0.4009, 1.3928], [6.9639, -0.2351, 0.2746], [8.3028, -0.1394, 0.0447], [6.2111, -0.8475, -0.4693], [7.1256, 0.9085, 2.0178], [5.5421, 0.3500, 1.5925], [8.6610, -0.5984, -0.7745], [8.9375, 0.3573, 0.6413], [-5.2868, -5.3054, 3.0610], [-3.9544, -5.3246, 2.7903], [-3.1549, -5.5608, 3.8651], [-3.5088, -5.1439, 1.6679], [-5.6731, -5.4513, 3.9748], [-5.9085, -5.1332, 2.2900], [-2.1626, -5.5823, 3.7023], [-3.4992, -5.7119, 4.7948], [-5.0952, 3.3697, -6.1512], [-4.7592, 3.4855, -4.8373], [-5.8026, 3.3839, -3.9692], [-3.6107, 3.6659, -4.4666], [-6.0318, 3.2211, -6.4771], [-4.3501, 3.4392, -6.8222], [-5.5928, 3.4632, -2.9890], [-6.7528, 3.2354, -4.2529]],
  "mulliken_charge": [-0.54, 0.38, -0.45, -0.49, -0.56, 0.28, -0.19, -0.15, 0.18, 0.75, -0.65, -0.49, 0.50, -0.55, 0.16, -0.56, 0.93, -0.53, 0.42, -0.59, -0.38, 0.30, 0.49, 0.34, -0.01, 0.33, 0.30, 0.29, 0.35, -0.23, 0.65, -0.36, -0.60, 0.13, 0.15, 0.19, 0.14, -0.26, 0.68, -0.44, -0.62, 0.18, 0.20, 0.23, 0.14, -0.39, 0.69, -0.39, -0.68, 0.16, 0.22, 0.22, 0.16, -0.41, 0.63, -0.36, -0.62, 0.15, 0.22, 0.21, 0.17]
}

***

(5)
{
  "formula": "C13H24BCl2FINNbO4",
  "method": "ωB97M-V/def2-TZVPD",
  "homo_energy_ev": -5.064,
  "total_charge": -1,
  "gap_ev": 7.0906,
  "elements": ["C", "B", "O", "Nb", "O", "I", "C", "C", "F", "O", "C", "C", "C", "O", "C", "C", "C", "N", "C", "C", "H", "H", "H", "H", "H", "H", "H", "H", "H", "H", "H", "H", "H", "H", "H", "H", "H", "H", "H", "H", "Cl", "C", "C", "Cl", "H", "H", "H", "H"],
  "coordinates": [[-1.2907, -2.8847, -0.4404], [-0.4499, -1.6154, 0.1086], [0.5342, -1.9042, 1.0956], [-0.8869, 0.5450, -0.6598], [-0.3256, -0.1627, -2.5416], [-1.5099, 3.1608, -1.6341], [-1.5073, 1.0150, 1.4636], [-0.6010, 2.0066, 2.2593], [-0.8399, 3.3404, 1.8468], [-2.8400, -0.1188, -0.9898], [-3.4749, 0.4603, -2.1236], [-4.5354, -0.6107, -2.6263], [-5.8182, -0.6361, -1.7435], [-4.8079, -0.3888, -4.0299], [1.2715, 1.1524, -0.3536], [1.7655, 2.4919, -0.0676], [3.1365, 2.8507, 0.1352], [4.1182, 1.9291, 0.0439], [3.7021, 0.6908, -0.2583], [2.3796, 0.1857, -0.4595], [-0.7129, -3.8398, -0.3275], [-2.1636, -2.9790, 0.2637], [-1.6669, -2.7442, -1.4756], [1.1318, -2.5637, 0.7034], [-0.4967, 0.5881, -3.1399], [-1.5612, 0.0724, 2.0627], [-2.5396, 1.4555, 1.4458], [-0.9378, 1.9701, 3.3336], [0.4796, 1.7443, 2.2782], [-2.8067, 0.6441, -2.9929], [-4.0675, 1.3531, -1.8115], [-4.0441, -1.6198, -2.5638], [-5.4947, -0.9322, -0.7139], [-6.2375, 0.3961, -1.6876], [-6.5369, -1.3715, -2.1651], [-4.2875, -1.0383, -4.5250], [1.0132, 3.3041, 0.0352], [3.3938, 3.9037, 0.3806], [4.5170, -0.0650, -0.3646], [2.2222, -0.8778, -0.7058], [3.2696, -1.4096, 2.6718], [4.9067, -1.4961, 3.3653], [5.9070, -0.6758, 2.5820], [6.2296, -1.3646, 0.9717], [5.1990, -2.5446, 3.4107], [4.8386, -1.1163, 4.3854], [6.8597, -0.6513, 3.1121], [5.5658, 0.3506, 2.4460]],
  "mulliken_charge": [-0.91, 0.48, -0.37, -0.48, -0.86, -0.36, -0.53, -0.39, -0.31, -0.61, -0.08, 0.19, -1.22, -0.58, 1.50, -0.01, -0.50, -0.62, -0.31, -0.44, 0.27, 0.28, 0.15, 0.26, 0.30, 0.21, 0.45, 0.32, 0.24, 0.21, 0.27, 0.14, 0.25, 0.31, 0.35, 0.34, 0.14, 0.32, 0.29, 0.30, -0.04, -0.54, -0.43, -0.21, 0.31, 0.27, 0.36, 0.29]
}